# C61H47CaClIN6PS

A molecular structure, C61H47CaClIN6PS in a non-equilibrium geometry (ωB97M-V/def2-TZVPD, the Open Molecules 2025 dataset).

The geometry in XYZ format:
```
119
Properties=species:S:1:pos:R:3
Ca -0.417 0.087 -0.377
C -6.800 3.453 0.435
C -5.915 4.062 -0.443
C -4.641 3.538 -0.649
C -4.220 2.393 0.021
C -5.124 1.793 0.905
C -6.394 2.311 1.114
C -2.844 1.765 -0.106
C -1.927 2.408 -1.189
C -2.249 2.759 -2.511
C -1.135 3.446 -3.003
C -0.184 3.452 -1.969
C 1.041 4.223 -1.893
C 1.086 5.374 -2.853
C 0.091 6.353 -2.834
C 0.123 7.419 -3.721
C 1.142 7.516 -4.664
C 2.123 6.536 -4.710
C 2.092 5.474 -3.811
C 2.110 4.106 -1.056
N 2.594 3.064 -0.219
C 3.939 3.268 0.055
C 4.601 2.120 0.311
C 6.015 1.977 0.606
C 6.676 0.765 0.362
C 8.035 0.621 0.596
C 8.790 1.676 1.095
C 8.147 2.879 1.366
C 6.787 3.023 1.136
C 3.637 0.006 1.264
C 3.635 0.951 0.078
C 2.267 1.677 0.135
C 1.934 1.377 1.641
N 2.639 0.378 2.128
C 1.051 2.120 2.561
C -0.285 2.193 2.393
C -1.299 3.013 3.050
C -2.420 2.888 2.310
C -2.099 1.970 1.210
N -0.887 1.522 1.330
C 1.698 2.871 3.679
C 1.486 4.243 3.818
C 2.095 4.958 4.842
C 2.929 4.311 5.742
C 3.162 2.948 5.596
C 2.566 2.235 4.566
C 4.240 4.649 -0.299
C 3.176 5.109 -0.976
N -0.667 2.793 -0.885
H -7.790 3.863 0.593
H -6.210 4.963 -0.970
H -3.956 4.030 -1.326
H -4.810 0.909 1.448
H -7.066 1.821 1.809
H -3.165 2.528 -3.035
H -1.017 3.868 -3.992
H -0.708 6.259 -2.110
H -0.652 8.175 -3.678
H 1.164 8.344 -5.362
H 2.913 6.590 -5.450
H 2.849 4.700 -3.849
H 6.104 -0.075 -0.012
H 8.509 -0.332 0.389
H 9.850 1.560 1.285
H 8.705 3.712 1.780
H 6.298 3.952 1.404
H 3.814 0.472 -0.889
H 1.532 1.313 -0.574
H -1.158 3.620 3.929
H -3.370 3.374 2.472
H 0.862 4.752 3.094
H 1.925 6.025 4.924
H 3.412 4.866 6.538
H 3.829 2.436 6.280
H 2.775 1.182 4.428
H 5.173 5.161 -0.137
H 3.096 6.085 -1.429
Cl 0.652 -0.222 -2.812
N -3.919 -0.403 -0.809
C -2.829 0.190 -0.457
H -4.718 0.249 -0.803
C -1.561 -2.929 -3.521
P -1.650 -2.908 -1.692
C -3.329 -3.630 -1.458
C -0.635 -4.389 -1.279
C 0.432 -4.807 -2.074
C 1.281 -5.826 -1.658
C 1.082 -6.450 -0.435
C 0.022 -6.046 0.369
C -0.822 -5.028 -0.050
H -0.642 -2.440 -3.844
H -2.393 -2.326 -3.890
H -1.640 -3.943 -3.923
H -3.418 -4.611 -1.931
H -4.045 -2.922 -1.875
H -3.561 -3.709 -0.395
H 0.627 -4.307 -3.015
H 2.113 -6.120 -2.288
H 1.754 -7.233 -0.103
H -0.136 -6.507 1.337
H -1.624 -4.708 0.605
I 3.330 -2.006 0.770
C 1.329 -1.972 0.088
H 0.868 -2.779 0.672
H 1.421 -2.290 -0.954
S -2.817 -3.235 2.816
C -2.243 -1.810 1.981
N -1.038 -1.443 2.244
C -0.455 -2.323 3.155
C 0.849 -2.195 3.632
C 1.315 -3.147 4.516
C 0.500 -4.211 4.931
C -0.797 -4.336 4.472
C -1.269 -3.376 3.576
H -2.882 -1.304 1.258
H 1.461 -1.365 3.288
H 2.331 -3.074 4.885
H 0.893 -4.948 5.622
H -1.426 -5.156 4.796
```

Output
**Energy above the lowest of the compared OMol25 structures with the same formula, charge and spin**: 31.2 kJ/mol
**Orbital gap**: 0.18012 Ha
**Multiplicity**: 1
**E_HOMO**: -1.15 eV
**Net charge**: -2
**E_tot**: -132145.3357 eV

Atomic partial charges in e from the Mulliken method, atoms 1 to 6:
1 Ca 1.03
2 C -0.57
3 C -0.82
4 C -0.38
5 C -1.20
6 C 0.14